ORCA calculation (ωB97M-V/def2-TZVPD) on a cluster of 2 separate species, C7H14 in total at a distorted geometry.

## Properties
ΔE to the lowest compared entry with this formula, charge and spin = 383.51 kJ/mol
multiplicity = 1

Atoms and positions in Å:
C (2.18067, -1.35996, -0.73236)
C (-1.10434, 0.71549, -0.14390)
C (1.66967, -0.24973, 0.17874)
C (-2.28430, 1.64290, -0.15957)
C (0.08618, 0.47182, -0.97443)
C (-2.48633, 0.13933, -0.11493)
C (1.10620, -0.57733, 1.51458)
H (0.84283, -1.63363, 1.64703)
H (0.55031, 1.35573, -1.41775)
H (1.58040, -2.27224, -0.62152)
H (-2.47772, 2.21107, 0.75028)
H (3.22976, -1.63598, -0.55842)
H (2.10865, -1.03346, -1.77781)
H (0.01692, 0.01414, 1.62551)
H (-2.75665, -0.29305, 0.84683)
H (2.34184, 0.61477, 0.20405)
H (-2.56867, 2.16305, -1.07225)
H (-2.93580, -0.36143, -0.96970)
H (0.07412, -0.41383, -1.59946)
H (-0.73079, 0.61856, 0.98475)
H (1.55704, -0.11623, 2.39032)

Atomic forces in eV per Å
-0.1 0.1 0.1
0.8 -0.2 2.4
-2.0 1.1 -1.4
0.0 0.1 -0.1
1.8 -0.8 1.4
-0.1 -0.2 0.1
-2.4 1.1 0.3
0.3 0.2 0.1
-0.2 -0.3 -0.1
0.0 0.2 0.0
0.0 -0.1 -0.3
-0.2 0.1 0.2
0.1 -0.1 0.2
2.6 -1.8 0.2
-0.2 0.0 -0.3
-0.2 -0.2 -0.1
0.1 -0.2 0.1
0.2 0.2 0.0
-0.2 0.3 -0.3
-1.2 0.9 -2.3
0.7 -0.4 -0.1